1.
{"formula": "C4H12NO2", "method": "ωB97M-V/def2-TZVPD", "charge": 1, "de_lowest_kcal_mol": 49.8, "homo_ev": -14.042, "homo_lumo_gap_ev": 9.567, "lumo_energy_ev": -4.475, "species": ["H", "O", "H", "H", "H", "H", "H", "H", "N", "C", "H", "H", "H", "C", "H", "C", "O", "C", "H"], "xyz": [[-0.07192, -0.13151, 1.95040], [-2.71326, 0.21937, -0.97031], [-3.30627, -0.14071, -1.63892], [3.03986, -2.10332, 2.91993], [-0.41423, 1.12885, -1.38734], [0.03749, 1.63256, 0.37844], [-0.19970, 3.26455, -3.16702], [2.01910, -2.04356, 0.76468], [0.38569, -0.26260, -0.08833], [-0.02593, 0.90118, -0.41772], [1.90070, -0.95082, 3.61053], [-3.30234, 0.64135, -0.33646], [1.57410, -2.74075, 3.38206], [1.98641, -1.81938, 2.97047], [-1.46387, 2.48669, -3.61609], [1.51757, -1.54153, 1.58780], [-0.61193, 2.38835, -3.18595], [0.58057, -0.66412, 1.27985], [0.56853, -0.96301, -0.78829]]}



2.
{"formula": "C4H9N4", "method": "ωB97M-V/def2-TZVPD", "charge": 1, "de_lowest_kcal_mol": 109.7, "homo_ev": -13.961, "homo_lumo_gap_ev": 10.347, "lumo_energy_ev": -3.614, "species": ["H", "N", "C", "H", "C", "N", "C", "C", "H", "H", "N", "H", "H", "H", "N", "H", "H"], "xyz": [[3.64621, 0.77334, -0.06084], [-2.06520, 0.43326, 0.34270], [-2.76350, -0.68212, -0.14625], [2.43143, 2.01350, 0.11503], [-1.33676, 1.23918, -0.03985], [2.74004, 1.06410, 0.19986], [1.48898, -0.86968, 0.18761], [1.08152, -2.03935, 0.20280], [-3.84370, -0.33125, -0.02172], [-0.43968, 2.94734, -0.28577], [-0.38694, 1.98400, -0.25487], [-2.39668, -1.45641, 0.51091], [-2.51688, -1.10561, -1.09201], [0.69740, 1.03936, -0.08726], [1.57837, 0.36460, -0.01304], [1.06289, -2.66090, -0.64143], [1.02251, -2.71337, 1.08413]]}



3.
{"formula": "C40H63GeMgN4OP3", "method": "ωB97M-V/def2-TZVPD", "charge": 1, "spin_multiplicity": 2, "s_squared": 0.7535, "homo_ev": [-9.284, -10.361], "homo_lumo_gap_ev": [7.867, 6.699], "lumo_energy_ev": [-1.417, -3.663], "species": ["C", "H", "N", "H", "H", "H", "C", "H", "H", "H", "C", "H", "Ge", "C", "C", "C", "C", "H", "C", "H", "H", "H", "C", "H", "C", "H", "C", "H", "C", "C", "C", "C", "H", "H", "H", "C", "C", "H", "H", "H", "Mg", "C", "C", "H", "C", "H", "O", "C", "P", "H", "N", "H", "C", "C", "P", "H", "H", "C", "C", "H", "H", "H", "H", "H", "P", "H", "H", "C", "C", "H", "H", "H", "H", "H", "H", "C", "H", "C", "H", "H", "C", "H", "H", "H", "H", "C", "H", "C", "H", "H", "H", "H", "H", "C", "N", "H", "H", "H", "C", "H", "H", "C", "C", "H", "H", "C", "C", "H", "H", "C", "C", "H", "N"], "xyz": [[3.34167, -1.78728, -1.87112], [0.80720, 7.29181, -0.94901], [-0.50041, 3.07402, 1.98580], [0.16029, -2.40597, 2.31722], [0.80966, 1.26135, 5.38675], [-3.60715, 3.58022, -0.42543], [1.47984, 0.48107, 5.02030], [2.46058, 0.66741, 5.46255], [-1.63276, 4.07123, -3.81919], [0.82928, 2.69948, -3.07023], [-2.30394, -1.04782, -2.96665], [0.24323, 0.23654, -3.60491], [0.06856, 2.79752, 0.18672], [-0.01267, -3.21348, -0.35441], [2.98818, 6.58195, 1.99065], [3.96537, 5.66569, 1.63955], [-3.04138, 5.60167, 3.03572], [0.27130, 7.87159, -3.30890], [2.20388, 1.01161, -3.13584], [2.45277, -1.43230, 0.72343], [-1.95473, -0.37760, -3.75541], [-0.96751, 6.25534, -4.70770], [1.38259, 5.26461, 0.82092], [2.16696, -0.37705, 3.17826], [-4.22944, 2.75844, -0.07010], [3.40417, 1.70441, 3.39646], [-2.30219, 4.42313, 3.05403], [2.51352, 3.18756, -3.06996], [1.81451, 2.45253, -3.46650], [3.46637, -0.55401, -0.97912], [-0.14866, 5.38699, -1.07530], [-1.28938, 4.22795, 2.11647], [3.48269, -1.55638, -2.92652], [-2.41674, -1.36608, 4.86928], [-0.90954, -3.67539, 0.08236], [1.60534, 0.50613, 3.49783], [-1.86283, 2.25730, -2.01182], [-3.39277, 7.49196, 2.08244], [1.77687, 2.57488, -4.55041], [-2.68737, 1.90399, 1.09908], [-0.00647, -0.05411, -0.03010], [-1.03620, 5.25525, 1.19897], [-0.73160, 6.01020, -3.68041], [-1.57938, 7.16401, 0.41226], [-1.78220, 6.41091, 1.16272], [3.24227, 0.84092, -3.44115], [0.01337, -1.84494, -0.17214], [-1.71875, -0.56457, 4.61962], [0.02888, 0.41724, 2.54634], [3.62284, 2.60470, -1.23077], [-1.11324, 3.22519, -1.23851], [4.44230, 3.82385, 0.65607], [0.25782, 6.60220, -1.57746], [-1.06079, -0.87538, 3.27557], [2.14479, 0.68684, -1.32198], [-2.78776, 2.71788, -2.37415], [-1.43724, -1.46188, -2.44631], [-2.80004, 6.58832, 2.09486], [-3.24962, -0.31872, -2.00704], [-0.59054, 2.31118, 3.93294], [0.89006, 7.07347, 1.84031], [1.48551, -1.00589, -3.64773], [-4.96019, 2.51287, -0.84025], [-4.95937, -0.45577, -3.30835], [-2.27464, 0.82141, -0.94763], [1.37996, 0.17977, -4.95191], [-4.78065, 3.12069, 0.80038], [2.87865, 2.18441, -0.54336], [1.67570, 6.37727, 1.57478], [-1.85633, -0.96200, 2.52556], [-1.90715, 1.77267, 2.91320], [0.85379, -3.71128, 0.10791], [0.46276, -2.22321, 4.05702], [-1.00030, -3.02302, 3.49449], [4.10510, -2.51362, -1.58861], [2.36803, 1.75994, 3.05897], [3.43774, 1.84806, 0.33773], [2.34753, 4.30859, 0.48621], [-0.00133, -3.49400, -1.41848], [-2.83126, -1.87010, -3.45214], [3.41466, -0.96249, 0.49515], [-4.07468, 1.05271, -3.48112], [4.41750, -0.04872, -1.18504], [2.36763, 1.89527, 1.97796], [-0.99292, -0.50220, 5.42757], [1.28300, 0.03982, -3.87399], [2.36645, -2.26222, -1.74116], [-0.83304, 1.99791, 2.91023], [4.19841, -1.69322, 0.70169], [-4.69615, 0.80596, 1.89451], [-3.82313, 5.74094, 3.77089], [-2.52427, 3.67148, 3.79775], [-1.31895, 1.89265, -2.89483], [-0.03806, 6.92067, -2.89893], [1.88302, 3.19361, -0.22290], [-2.28849, 0.36547, 4.60266], [4.98845, 5.82730, 1.95281], [-3.63616, -1.06079, -1.30132], [-4.42047, 0.31506, -2.75443], [3.23867, 7.45189, 2.58110], [1.92233, 2.65956, 3.48778], [-1.11907, 4.77326, -3.17704], [-4.24183, 0.44593, 0.96977], [-5.13219, 0.79876, -2.08812], [1.12822, -0.47774, 5.39516], [-0.30690, -2.20800, 3.28367], [3.65932, 4.52848, 0.89805], [-3.66177, -0.44912, 1.20762], [3.56778, -0.11888, 1.17143], [-3.38920, 1.55071, 0.34067], [-0.82122, 4.44294, -1.85675], [-5.05121, 0.14537, 0.30219], [0.06104, 4.95693, 0.29725]]}



| no. | DFT total energy (a.u.) |
| --- | --- |
| 1 | -364.55593 |
| 2 | -376.43211 |
| 3 | -5157.26255 |